Molecular formula: C25H39N2O3
Method: DFT, wB97M-V/def2-TZVPD

Each line ends with the Löwdin charge.
CARTESIAN COORDINATES (ANGSTROEM)
O  -2.096  0.998  -1.693  -0.05
H  -1.998  1.232  -0.764  0.11
C  -3.392  0.524  -1.964  -0.20
C  -3.471  -0.991  -1.722  -0.09
N  -2.544  -1.698  -2.635  -0.12
H  -1.800  -0.986  -2.949  0.12
C  -3.165  -2.151  -3.895  -0.08
H  -3.796  -1.359  -4.295  0.14
H  -3.788  -3.022  -3.680  0.14
C  -2.052  -2.496  -4.908  -0.13
N  -0.857  -3.011  -4.269  -0.17
C  -1.138  -3.709  -3.050  -0.13
H  -1.770  -4.567  -3.301  0.13
H  -0.209  -4.096  -2.632  0.13
C  -1.866  -2.841  -1.985  -0.08
H  -1.167  -2.450  -1.243  0.13
H  -2.615  -3.446  -1.469  0.14
C  0.370  -2.262  -4.381  -0.11
H  0.464  -1.938  -5.419  0.14
C  0.487  -1.030  -3.466  -0.30
C  1.753  -0.195  -3.702  -0.13
O  1.625  1.019  -3.000  -0.05
C  1.630  1.002  -1.619  -0.27
C  1.064  2.115  -1.002  0.00
C  1.010  2.196  0.372  -0.02
C  1.504  1.177  1.188  -0.16
C  2.071  0.080  0.553  -0.01
C  2.137  -0.016  -0.829  -0.01
H  2.607  -0.885  -1.266  0.11
H  2.485  -0.732  1.128  0.11
C  1.406  1.307  2.697  -0.39
C  -0.072  1.444  3.103  -0.09
C  -0.192  1.635  4.614  -0.29
C  0.397  0.423  5.332  -0.12
C  1.868  0.284  4.950  -0.29
C  2.629  1.536  5.379  -0.12
C  2.039  2.747  4.660  -0.29
C  0.564  2.895  5.031  -0.11
H  0.466  3.045  6.108  0.12
H  0.139  3.768  4.532  0.12
C  2.171  2.562  3.149  -0.08
H  3.223  2.459  2.875  0.14
H  1.782  3.446  2.642  0.12
H  2.582  3.650  4.957  0.14
H  2.550  1.668  6.459  0.12
H  3.688  1.434  5.130  0.12
C  1.994  0.099  3.437  -0.10
H  3.049  -0.015  3.180  0.13
H  1.464  -0.812  3.145  0.13
H  2.294  -0.592  5.450  0.14
H  0.303  0.548  6.412  0.12
H  -0.150  -0.481  5.052  0.12
H  -1.251  1.739  4.878  0.14
H  -0.615  0.544  2.798  0.13
H  -0.526  2.297  2.595  0.11
H  0.573  3.078  0.813  0.11
H  0.686  2.914  -1.621  0.13
H  2.653  -0.752  -3.425  0.14
H  1.824  0.094  -4.754  0.15
O  -0.647  -0.201  -3.698  -0.04
H  -0.433  0.696  -3.390  0.12
H  0.487  -1.345  -2.410  0.14
H  1.200  -2.937  -4.162  0.14
H  -2.443  -3.251  -5.601  0.13
H  -1.790  -1.611  -5.486  0.13
H  -4.489  -1.356  -1.868  0.14
H  -3.170  -1.197  -0.693  0.14
H  -4.151  1.028  -1.360  0.14
H  -3.586  0.749  -3.017  0.13

Results
ΔE to the lowest compared entry with this formula, charge and spin   0.072 eV
Kohn-Sham gap   0.320 hartree
Max |F|   0.83 eV Å⁻¹
Total charge   +1
Energy   -1311.0508 Ha
SMILES   OCC[NH+]1CCN(C[C@H](O)COc2ccc([C@]34C[C@H]5C[C@H](C[C@H](C5)C3)C4)cc2)CC1